# 1
Here is a molecular structure, C58H49F3KN2O5P2SSb from the OMol25 dataset. Energies are from ωB97M-V/def2-TZVPD.

Each line ends with the Mulliken charge.
Atoms and positions in Å:
K1 -0.482 -0.235 -0.486  1.078
O1 -6.540 0.217 2.248  -0.576
C1 -5.379 0.158 1.521  1.211
C2 -4.824 -1.053 1.136  -0.350
C3 -3.646 -1.025 0.402  0.076
N1 -3.042 0.112 0.082  0.058
C4 -3.572 1.273 0.464  -0.072
C5 -4.754 1.348 1.181  -0.823
C6 -2.753 2.535 0.113  -0.238
O2 -3.335 3.632 0.228  -0.805
O3 -1.568 2.308 -0.239  0.166
C7 -2.970 -2.345 -0.040  -0.116
O4 -3.418 -3.389 0.489  -0.746
O5 -2.026 -2.218 -0.865  -0.853
H1 -6.815 -0.688 2.422  0.278
H2 -5.252 -2.016 1.399  0.379
H3 -5.154 2.315 1.463  0.510
C8 3.944 -2.480 -0.205  -0.469
C9 2.879 -2.557 -1.129  -1.162
C10 2.169 -1.339 -1.074  -0.556
C11 2.782 -0.507 -0.102  1.153
C12 3.891 -1.213 0.419  -1.771
H4 4.667 -3.260 0.007  0.393
H5 2.649 -3.394 -1.776  0.439
H6 1.371 -1.046 -1.745  0.698
H7 2.458 0.484 0.180  0.121
H8 4.564 -0.857 1.194  0.478
C13 1.210 7.262 -4.717  -0.358
S1 1.802 8.250 -3.332  -0.187
C14 2.446 6.939 -2.267  -0.979
C15 1.403 5.910 -1.865  1.534
C16 1.998 4.862 -0.932  -2.016
N2 1.182 3.643 -0.718  0.716
P1 0.799 2.608 -2.030  1.233
C17 2.313 2.771 -3.066  0.228
C18 3.321 1.846 -2.776  -0.901
C19 4.553 1.911 -3.424  -0.745
C20 4.785 2.882 -4.388  -0.578
C21 3.777 3.783 -4.713  -0.770
C22 2.551 3.725 -4.059  -0.218
C23 -0.480 3.481 -3.007  0.939
C24 -0.676 3.157 -4.353  -0.546
C25 -1.727 3.720 -5.071  -0.724
C26 -2.606 4.595 -4.446  -0.635
C27 -2.440 4.888 -3.095  -1.158
C28 -1.388 4.334 -2.379  -0.722
P2 1.060 2.913 0.837  0.432
C29 -0.075 3.960 1.826  0.944
C30 -0.677 3.362 2.931  -0.818
C31 -1.572 4.068 3.727  -0.553
C32 -1.887 5.383 3.419  -0.556
C33 -1.308 5.985 2.308  -0.550
C34 -0.411 5.277 1.520  -0.093
C35 2.693 3.378 1.566  0.625
C36 3.840 2.831 0.979  -0.133
C37 5.098 3.078 1.508  -1.065
C38 5.239 3.863 2.647  -0.582
C39 4.110 4.397 3.252  -0.749
C40 2.846 4.156 2.716  -0.406
H9 0.935 7.958 -5.510  0.416
H10 0.331 6.668 -4.458  0.019
H11 1.999 6.604 -5.094  0.036
H12 2.853 7.454 -1.391  0.433
H13 3.284 6.445 -2.768  0.287
H14 1.016 5.427 -2.756  -1.489
H15 0.543 6.406 -1.407  0.396
H16 2.191 5.324 0.032  0.884
H17 2.983 4.565 -1.316  0.392
H18 3.145 1.049 -2.053  0.836
H19 5.316 1.178 -3.177  0.509
H20 5.743 2.927 -4.896  0.354
H21 3.943 4.535 -5.478  0.380
H22 1.770 4.426 -4.335  0.238
H23 -0.011 2.458 -4.850  0.472
H24 -1.863 3.462 -6.115  0.408
H25 -3.431 5.025 -5.002  0.369
H26 -3.148 5.525 -2.577  0.501
H27 -1.309 4.515 -1.311  0.384
H28 -0.463 2.322 3.157  0.456
H29 -2.043 3.579 4.572  0.367
H30 -2.602 5.928 4.025  0.301
H31 -1.570 7.003 2.038  0.355
H32 0.010 5.751 0.643  0.117
H33 3.751 2.197 0.100  0.193
H34 5.968 2.639 1.032  0.445
H35 6.223 4.048 3.065  0.360
H36 4.207 5.006 4.144  0.421
H37 1.975 4.586 3.194  0.403
F1 -4.177 -6.004 5.284  -0.378
C41 -3.261 -5.447 4.451  0.420
C42 -2.924 -6.111 3.291  -0.634
C43 -1.984 -5.532 2.443  0.080
C44 -1.390 -4.311 2.752  0.108
C45 -1.769 -3.675 3.931  -0.635
C46 -2.706 -4.234 4.796  -0.651
Sb1 0.080 -3.323 1.526  0.665
C47 1.639 -3.825 2.910  -0.296
C48 2.534 -2.844 3.332  -0.488
C49 3.508 -3.127 4.289  -0.642
C50 3.563 -4.401 4.808  0.476
F2 4.498 -4.688 5.745  -0.370
C51 2.699 -5.406 4.418  -0.791
C52 1.732 -5.103 3.467  -0.117
C53 0.423 -4.935 0.174  0.417
C54 1.581 -5.709 0.214  -0.521
C55 1.787 -6.735 -0.704  -0.624
C56 0.815 -6.961 -1.655  0.363
F3 1.007 -7.958 -2.552  -0.384
C57 -0.339 -6.211 -1.737  -0.604
C58 -0.532 -5.184 -0.816  -0.535
H38 -3.397 -7.057 3.053  0.411
H39 -1.732 -6.041 1.520  0.344
H40 -1.334 -2.714 4.197  0.372
H41 -3.007 -3.741 5.713  0.420
H42 2.502 -1.851 2.889  0.298
H43 4.217 -2.375 4.619  0.432
H44 2.782 -6.393 4.859  0.405
H45 1.033 -5.877 3.163  0.502
H46 2.353 -5.498 0.948  0.375
H47 2.689 -7.339 -0.695  0.391
H48 -1.067 -6.419 -2.513  0.451
H49 -1.428 -4.565 -0.876  0.390

Output
Charge: -2
E: -134591.371 eV
LUMO energy: 3.45 eV
Gap between HOMO and LUMO: 5.4 eV
Highest occupied orbital energy: -0.072 hartree

# 2
Here is a molecular structure, C58H51B3BrN3O10 in a non-equilibrium geometry from the OMol25 dataset. Energies are from ωB97M-V/def2-TZVPD.

Each line ends with the Mulliken charge.
Atoms and positions in Å:
C1 -0.096 -2.383 4.433  -1.509
C2 0.330 -1.229 3.576  0.804
C3 1.315 -1.348 2.598  -0.949
C4 1.686 -0.260 1.818  -1.111
C5 1.085 1.002 1.944  0.459
C6 1.561 2.082 0.995  1.126
C7 1.214 1.692 -0.454  -1.679
C8 1.111 3.520 1.246  -1.363
C9 0.090 1.100 2.911  -0.115
O1 -0.582 2.298 3.121  -0.166
C10 -1.905 2.316 2.590  -0.750
B1 -2.729 3.511 3.179  0.174
O2 -2.148 4.743 3.485  -0.302
B2 -2.930 5.806 3.124  0.710
Br1 -2.145 7.400 2.373  -0.262
O3 -4.302 5.747 3.215  -0.238
B3 -4.726 4.497 2.737  0.083
C11 -5.745 4.375 1.564  -0.550
C12 -7.082 3.703 1.937  -1.010
C13 -6.959 2.245 2.386  -0.440
C14 -6.959 1.237 1.229  -0.631
N1 -7.923 0.141 1.489  -0.328
C15 -7.428 -1.179 1.224  0.469
N2 -7.585 -2.123 2.045  -0.710
N3 -6.773 -1.436 0.011  -0.527
O4 -4.100 3.403 3.341  -0.036
C16 -0.271 0.020 3.718  -0.263
H1 -0.704 -3.092 3.875  0.308
H2 -0.725 -2.011 5.236  0.355
H3 0.743 -2.915 4.869  0.380
H4 1.805 -2.298 2.435  0.417
H5 2.459 -0.410 1.079  0.425
H6 2.650 2.077 1.042  0.382
H7 1.902 0.916 -0.778  0.400
H8 0.206 1.300 -0.539  0.361
H9 1.388 2.534 -1.117  0.460
H10 1.698 4.177 0.611  0.628
H11 0.074 3.633 0.930  0.249
H12 1.174 3.843 2.276  -0.115
H13 -2.422 1.379 2.788  0.349
H14 -1.835 2.485 1.506  0.245
H15 -5.972 5.386 1.228  0.274
H16 -5.314 3.875 0.696  0.362
H17 -7.711 3.726 1.050  0.452
H18 -7.588 4.272 2.712  0.372
H19 -7.838 2.009 2.980  0.362
H20 -6.104 2.078 3.033  0.193
H21 -5.982 0.774 1.133  0.323
H22 -7.209 1.737 0.292  0.390
H23 -8.783 0.281 0.973  0.224
H24 -8.044 -1.755 2.873  0.272
H25 -6.876 -0.694 -0.664  0.266
H26 -5.810 -1.707 0.129  0.241
H27 -1.032 0.135 4.475  0.423
C17 0.230 4.865 6.216  -0.685
C18 0.908 4.289 5.146  0.644
C19 2.292 4.310 5.114  -0.420
C20 3.004 4.914 6.143  -0.026
C21 2.321 5.509 7.206  0.054
C22 0.933 5.473 7.243  -0.947
C23 3.058 6.199 8.300  0.695
O5 2.468 6.711 9.229  -0.675
C24 4.546 6.249 8.221  0.149
C25 5.254 6.932 9.202  -0.530
C26 6.637 6.979 9.150  -0.476
C27 7.320 6.337 8.122  -0.485
C28 6.619 5.659 7.139  -0.535
C29 5.231 5.619 7.180  0.199
C30 4.493 4.910 6.096  0.422
O6 5.090 4.350 5.200  -0.666
H28 -0.852 4.842 6.243  0.503
H29 0.355 3.820 4.339  0.054
H30 2.828 3.859 4.289  0.646
H31 0.410 5.926 8.073  0.464
H32 4.718 7.425 10.000  0.472
H33 7.186 7.515 9.913  0.399
H34 8.401 6.370 8.087  0.395
H35 7.143 5.162 6.335  0.477
C31 -0.928 -3.112 -4.140  -0.653
C32 -1.014 -3.582 -5.447  -0.474
C33 -0.694 -2.750 -6.506  -0.686
C34 -0.297 -1.441 -6.266  0.419
C35 -0.231 -0.963 -4.956  0.212
C36 -0.539 -1.806 -3.895  -0.567
C37 0.151 0.449 -4.674  0.406
O7 0.213 0.863 -3.535  -0.627
C38 0.447 1.341 -5.830  0.178
C39 0.756 2.674 -5.595  -0.524
C40 1.046 3.514 -6.656  -0.542
C41 1.038 3.023 -7.958  -0.463
C42 0.727 1.696 -8.198  -0.616
C43 0.423 0.852 -7.138  0.329
C44 0.061 -0.567 -7.419  0.525
O8 0.055 -0.996 -8.553  -0.679
H36 -1.168 -3.767 -3.313  0.439
H37 -1.328 -4.599 -5.636  0.447
H38 -0.753 -3.111 -7.524  0.489
H39 -0.474 -1.433 -2.882  0.599
H40 0.765 3.049 -4.581  0.500
H41 1.282 4.554 -6.472  0.410
H42 1.271 3.680 -8.786  0.394
H43 0.714 1.309 -9.208  0.474
C45 1.182 -12.031 -3.776  -0.465
C46 0.740 -11.027 -2.920  -0.471
C47 0.966 -9.698 -3.233  -0.548
C48 1.644 -9.365 -4.399  0.238
C49 2.105 -10.374 -5.248  0.190
C50 1.863 -11.706 -4.936  -0.580
C51 2.871 -10.045 -6.483  0.551
O9 3.266 -10.920 -7.224  -0.659
C52 3.144 -8.610 -6.778  0.267
C53 3.901 -8.282 -7.895  -0.611
C54 4.154 -6.954 -8.193  -0.475
C55 3.646 -5.947 -7.380  -0.532
C56 2.894 -6.267 -6.262  -0.564
C57 2.647 -7.599 -5.952  0.194
C58 1.862 -7.929 -4.728  0.568
O10 1.418 -7.052 -4.017  -0.688
H44 0.998 -13.069 -3.532  0.399
H45 0.217 -11.284 -2.008  0.403
H46 0.621 -8.912 -2.575  0.475
H47 2.214 -12.481 -5.603  0.473
H48 4.290 -9.069 -8.526  0.475
H49 4.748 -6.701 -9.061  0.398
H50 3.839 -4.909 -7.618  0.422
H51 2.502 -5.483 -5.630  0.542

Output
E: -158000.072 eV
LUMO energy: -1.08 eV
Gap between HOMO and LUMO: 7.7 eV
Highest occupied orbital energy: -0.323 hartree